[1]
Formula: C29H62B2MgO15S3
Source: OMol25
Level of theory: wB97M-V/def2-TZVPD

spin multiplicity: 1
net charge: 0
electronic energy: -3715.0797 hartree
E_HOMO: -9.65 eV

Last column: Löwdin charge in e.
Atoms and positions in Å:
S: -1.6231 -0.2078 -4.0733  0.789
S: 1.5494 2.6592 -2.8401  0.775
S: -0.3460 4.1807 1.1922  0.758
Mg: -1.3082 1.8010 -1.2404  0.387
O: -1.5208 0.7916 -2.9934  -0.376
O: 4.6885 -0.9179 4.5246  0.075
O: -0.8116 0.7029 4.7305  0.059
O: -2.9123 -0.7632 -4.4670  -0.307
O: -6.5286 -3.5493 1.5899  0.135
O: 2.5310 -0.8199 4.1858  0.063
O: 3.3961 -0.7031 6.3048  0.158
O: 3.9319 -3.9952 -0.5875  0.069
O: -4.5562 -3.0313 0.6337  0.078
O: 0.9766 4.7325 1.4588  -0.321
O: 0.1596 -4.3209 -1.5885  0.047
O: -6.1762 -1.5149 0.6420  0.081
O: 0.2915 2.3791 -2.1697  -0.353
O: 1.6298 2.5764 -4.2954  -0.307
O: -0.6443 3.5119 -0.0620  -0.372
C: -0.4891 -1.6194 -3.7688  -0.187
C: 3.0108 2.4553 -0.6992  -0.210
C: 3.0264 -0.9981 2.8692  -0.287
C: -0.7094 0.4319 -5.5005  -0.214
C: -3.9136 -1.8191 0.2279  -0.294
C: -2.1846 3.4225 3.0398  -0.185
C: 0.5077 -0.4338 -5.6861  -0.193
C: -5.8245 -2.7386 1.0328  -0.553
C: -0.4385 -1.5302 5.4464  -0.020
C: 3.5031 -0.7730 5.1135  -0.565
C: -0.7562 3.0622 2.5668  -0.196
C: 3.1719 -3.3220 -2.7360  -0.020
C: -5.0179 -0.7791 0.2270  -0.061
C: -3.2731 -2.0667 -1.1566  0.003
C: -2.2653 4.9642 2.8704  -0.209
C: -0.7512 -0.4723 4.4039  -0.464
C: 3.0908 3.9497 -0.9858  -0.192
C: 0.8275 -1.1648 -4.3344  -0.207
C: 2.2319 4.2491 -2.2179  -0.180
C: 3.5232 -3.0874 -1.2920  -0.470
C: -1.6515 5.4075 1.5191  -0.178
C: -0.2267 -4.4370 -0.4354  -0.491
C: 3.4336 -1.6428 -0.8483  -0.018
C: 4.5428 -1.0336 3.1154  -0.082
C: 0.0149 -3.4114 0.6384  -0.012
C: -1.1573 -0.9901 3.0339  -0.008
C: 2.5032 0.2307 2.1163  -0.004
C: 2.8432 1.6992 -2.0146  -0.187
C: -1.0209 -5.6167 -0.0219  -0.023
B: -3.2066 2.2601 -0.8151  -0.373
B: -0.4005 0.2439 -0.1667  -0.429
H: 0.7756 -2.7093 0.3023  0.063
H: 1.3840 -0.4634 -3.7103  0.098
H: -4.8711 0.0471 0.9192  0.138
H: 0.0681 1.2441 -0.0576  -0.025
H: -2.4077 5.3605 0.7371  0.110
H: 2.4117 0.7009 -1.9603  0.074
H: -0.3771 1.4392 -5.2444  0.087
H: 4.9683 -1.9978 2.8422  0.136
H: 2.9885 0.3535 1.1487  0.054
H: 2.8280 4.6477 -3.0390  0.103
H: -2.6563 2.0429 0.1217  -0.033
H: -3.1711 1.3107 -1.3874  -0.027
H: -2.3543 3.1874 4.0890  0.114
H: 3.7199 1.7593 -2.6586  0.121
H: 3.9471 -1.4966 0.1038  0.069
H: 2.2588 -3.8965 -2.8956  0.076
H: 0.1161 -1.2006 -6.3594  0.117
H: 2.7668 -1.9600 2.4257  0.147
H: 0.0269 -1.0944 6.3280  0.086
H: -0.8732 -2.4536 -4.3545  0.120
H: 1.4915 -1.9917 -4.5767  0.099
H: 2.6601 4.6024 -0.2280  0.093
H: 5.0487 -0.1705 2.6817  0.134
H: -0.7806 -0.2752 2.3032  0.035
H: -0.7053 2.0252 2.2338  0.079
H: -2.9871 2.9470 2.4763  0.112
H: -4.2665 2.5737 -0.6058  0.015
H: 2.4243 -1.2429 -0.7340  0.074
H: 3.9939 -1.0057 -1.5352  0.083
H: -0.4952 -1.8484 -2.7041  0.088
H: 1.4232 0.1936 1.9928  0.054
H: -1.4781 0.2830 0.0859  -0.005
H: 2.1754 2.2948 -0.0150  0.099
H: -2.8130 -3.0562 -1.1015  0.079
H: -1.3767 -2.0112 5.7305  0.091
H: -2.2424 -1.0711 2.9783  0.096
H: -1.2369 6.4044 1.6499  0.102
H: 3.8739 2.1419 -0.1110  0.118
H: 0.1592 -0.5091 0.4527  -0.012
H: -2.6956 2.9994 -1.4620  -0.008
H: 4.1169 4.2698 -1.1650  0.118
H: 0.3323 -3.9248 1.5474  0.096
H: -2.4770 -1.3355 -1.2870  0.057
H: -1.6668 -5.9438 -0.8374  0.093
H: -1.6703 5.4077 3.6725  0.112
H: -1.5566 -5.4566 0.9125  0.086
H: -0.9153 -2.8809 0.8433  0.073
H: -0.0598 3.0969 3.4032  0.110
H: 1.3714 4.9067 -2.0980  0.109
H: -3.0788 -1.5369 0.8706  0.121
H: 2.7203 1.1316 2.6932  0.107
H: -1.3951 0.4594 -6.3446  0.110
H: -3.2789 5.2745 3.1243  0.116
H: -0.2736 0.0299 -1.2463  -0.021
H: -5.1872 -0.4563 -0.7988  0.137
H: 3.9604 -3.9235 -3.1922  0.094
H: -3.9479 -2.1102 -2.0108  0.096
H: 1.3900 0.0740 -6.0658  0.120
H: 0.2110 -2.2954 5.0209  0.074
H: -0.4008 -6.5057 0.1212  0.096
H: 3.0962 -2.3979 -3.3057  0.052
H: -0.6829 -1.9393 2.7936  0.062

***

[2]
Formula: C4H15NO2S
Source: OMol25
Level of theory: wB97M-V/def2-TZVPD

spin multiplicity: 1
net charge: 0
electronic energy: -764.7997 hartree
E_HOMO: -8.91 eV

Last column: Löwdin charge in e.
Atoms and positions in Å:
S: -0.3054 -3.9815 0.7971  0.643
O: 0.0338 0.7902 2.8625  -0.090
O: -2.4330 1.0572 -1.2330  -0.045
N: 0.3302 -0.0025 -0.0200  -0.119
C: 0.9142 2.3028 -0.6281  -0.089
C: 1.2117 0.8287 -0.8634  -0.266
C: 0.4802 -1.4533 -0.1552  -0.304
C: -0.4890 -2.0797 0.8467  -0.486
H: 1.8690 2.8276 -0.5550  0.071
H: -0.2108 -1.8724 1.8741  0.054
H: -0.0511 0.5574 1.9231  -0.020
H: -2.6653 1.9956 -1.2497  0.050
H: 0.1102 -1.8303 -1.1227  0.103
H: 1.5119 -1.7410 0.0189  0.115
H: 0.8772 1.2643 2.9558  0.036
H: -0.1966 -3.9768 -0.5435  -0.169
H: 1.1525 0.5292 -1.9142  0.109
H: -1.5403 -1.9440 0.6356  0.061
H: -2.8964 0.7358 -2.0104  0.043
H: 0.5414 2.4441 0.3921  0.065
H: 0.1710 2.7423 -1.2841  0.062
H: -0.6267 0.2219 -0.2277  0.067
H: 2.2115 0.5845 -0.4987  0.109

***

[3]
Formula: C11H14N3S
Source: OMol25
Level of theory: wB97M-V/def2-TZVPD

spin multiplicity: 1
net charge: +1
electronic energy: -989.6340 hartree
E_HOMO: -12.52 eV

Last column: Löwdin charge in e.
Atoms and positions in Å:
S: -3.2182 1.8528 0.3501  1.115
N: -0.6244 1.3028 0.1502  -0.019
N: -1.7202 -0.9317 -0.9244  -0.009
N: -0.3663 -0.9100 -0.6150  0.007
C: 3.9284 -0.4697 -0.2251  -0.033
C: 2.5580 -0.6355 -0.6024  0.007
C: -3.1973 0.1227 0.7072  -0.343
C: 2.1199 1.4966 0.4771  -0.054
C: 3.4148 1.5603 0.9140  -0.075
C: 1.7263 0.4251 -0.2604  -0.198
C: -3.4617 -2.2770 0.2726  -0.001
C: 4.3273 0.6509 0.4900  -0.078
C: 0.2571 0.4762 -0.7549  -0.171
C: -1.6610 2.0447 -0.2117  -0.427
C: -2.7383 -0.9446 0.0514  -0.340
H: 3.7258 2.4714 1.4185  0.120
H: -3.9555 -0.1131 1.3601  0.043
H: 1.3703 2.2042 0.5510  0.088
H: -4.1908 -2.2082 0.9623  0.037
H: -2.6867 -3.0003 0.6802  0.119
H: -1.4113 2.8522 -1.0187  0.154
H: 4.6131 -1.1652 -0.4842  0.071
H: -1.9794 -1.7911 -1.4292  0.138
H: -0.6673 0.8425 1.0978  0.182
H: 2.2684 -1.2015 -1.4094  0.090
H: -3.8108 -2.7571 -0.6611  0.110
H: -0.1280 -1.3082 0.2522  0.114
H: 5.5062 0.7081 0.7104  0.168
H: 0.0016 0.7025 -1.8485  0.184

***

[4]
Formula: C6H14N2O2
Source: OMol25
Level of theory: wB97M-V/def2-TZVPD

spin multiplicity: 2
net charge: +1
electronic energy: -496.5848 hartree
E_HOMO (spin up / spin down): -12.26 / -12.26 eV
<S²>: 0.76

Last column: Löwdin spin population.
Atoms and positions in Å:
O: 2.5108 0.3987 -0.4527  0.818
O: -1.9569 -1.1775 3.0868  0.000
N: 1.1876 1.5752 -1.8871  0.088
N: -1.2964 -1.3624 1.0508  0.000
C: 1.2382 2.7465 -0.8407  0.006
C: -2.7052 0.5775 1.5985  0.000
C: -1.9575 -0.6685 2.0165  0.000
C: -0.3428 -2.3819 1.5734  0.000
C: 1.7905 0.3441 -1.5464  0.036
C: 1.8898 -0.9286 -2.4405  0.039
H: 1.1296 -1.7391 -2.2182  0.000
H: 1.9175 -0.7132 -3.4359  0.006
H: 0.5566 -2.3151 1.0214  0.000
H: 2.7928 -1.4751 -2.2436  0.000
H: -1.2204 -0.9761 0.0793  0.000
H: 0.1854 1.4759 -2.3200  0.001
H: 0.0778 -2.0045 2.5378  0.000
H: -2.0327 1.3351 1.2823  0.000
H: -3.2636 0.2512 0.6896  0.000
H: 0.9484 2.3685 0.2884  0.001
H: 0.4638 3.6109 -1.0452  0.000
H: -0.9111 -3.3656 1.8628  0.000
H: 2.2771 3.1360 -0.8121  0.003
H: -3.2791 1.2882 2.1549  0.000

***

[5]
Formula: C16H19BrN4OS3
Source: OMol25
Level of theory: wB97M-V/def2-TZVPD

spin multiplicity: 1
net charge: 0
electronic energy: -4683.5924 hartree
E_HOMO: -8.59 eV

Last column: Löwdin charge in e.
Atoms and positions in Å:
Br: 3.3586 1.8556 -3.7845  0.636
S: 0.1115 2.0086 2.0939  0.642
S: 0.0142 -4.3921 -4.0816  0.914
S: -1.1121 -0.7906 2.2817  0.831
O: 2.7556 -2.2338 -7.3106  0.111
N: 1.8567 -0.2656 -5.9534  0.100
N: -2.5162 1.5632 3.0234  -0.254
N: 0.5294 -3.0656 -5.0556  -0.267
N: 0.5850 -4.0053 -2.4858  -0.249
C: -2.3795 2.5159 4.1655  -0.251
C: 1.8861 -0.7135 -4.5353  -0.209
C: 1.2254 -2.7134 -2.6836  -0.238
C: -2.1140 4.0541 3.7704  -0.140
C: 2.5266 0.0762 -3.3572  -0.450
C: -3.4303 2.0505 1.9459  -0.244
C: -3.9235 0.8510 0.9642  -0.111
C: 1.2124 -2.1150 -4.1637  -0.179
C: 0.6106 -1.2702 1.7864  -0.490
C: 3.2825 0.4305 -0.7477  -0.117
C: 1.9150 -1.8928 -1.5171  -0.061
C: 2.5644 -0.4865 -1.8504  -0.144
C: 2.4986 -1.1974 -6.6549  -0.149
C: 1.9456 -2.5448 -0.0488  -0.174
C: -1.2208 1.0727 2.5108  -0.971
C: 0.5066 -2.5112 0.7141  -0.235
H: -2.9503 2.8955 1.3365  0.116
H: -0.3606 -2.3789 -0.0226  0.104
H: -3.2842 2.4879 4.8794  0.124
H: 1.1397 -1.7187 2.7091  0.096
H: -4.3935 2.4291 2.4806  0.137
H: 2.6888 -1.9647 0.6046  0.095
H: 2.3116 -3.6347 -0.1350  0.120
H: 1.2119 -0.4553 1.2520  0.034
H: -1.4582 2.1674 4.7852  0.126
H: 4.3897 0.6826 -1.0028  0.090
H: -4.4906 1.3644 0.0968  0.079
H: 0.4142 -3.5096 1.2775  0.112
H: -1.0430 4.2712 3.3884  0.045
H: 2.7381 1.4606 -0.7676  0.083
H: -4.6631 0.1274 1.4563  0.081
H: -2.2048 4.6643 4.7605  0.082
H: -3.0524 0.2672 0.4975  0.046
H: 3.1942 0.0481 0.3277  0.062
H: -2.8758 4.5156 3.0497  0.068

***

[6]
Formula: C4H7N3
Source: OMol25
Level of theory: wB97M-V/def2-TZVPD

spin multiplicity: 1
net charge: 0
electronic energy: -320.8422 hartree
E_HOMO: -7.38 eV

Last column: Löwdin charge in e.
Atoms and positions in Å:
N: -2.4825 -0.2074 -0.0800  0.089
N: -0.6125 1.2157 -0.1925  0.023
N: 2.4577 -0.6029 0.2800  0.070
C: 0.7696 1.2638 0.0142  -0.112
C: -1.0846 -0.0294 -0.1266  -0.395
C: 1.1660 -0.0856 0.0980  -0.346
C: 0.0017 -0.8867 0.0043  -0.007
H: 0.7739 1.9344 0.8647  0.109
H: -2.8803 -0.4116 -0.9841  0.077
H: -0.0470 -1.9624 0.0957  0.100
H: 2.6322 -1.4172 -0.3005  0.085
H: -2.7277 -0.9416 0.5707  0.080
H: -1.1509 2.0503 -0.3539  0.146
H: 3.1844 0.0805 0.1100  0.082

***

[7]
Formula: C21H23FNO13Sr
Source: OMol25
Level of theory: wB97M-V/def2-TZVPD

spin multiplicity: 2
net charge: -2
electronic energy: -1977.4173 hartree
E_HOMO (spin up / spin down): -0.45 / -0.45 eV
<S²>: 0.80

Last column: Löwdin spin population.
Atoms and positions in Å:
Sr: -0.0701 0.1633 0.0614  -0.002
F: -2.3231 -0.2862 1.1861  0.008
O: 1.5562 -6.5161 -1.1642  -0.014
O: -0.5581 2.2881 1.4620  0.000
O: 0.6527 -1.1198 2.1997  0.000
O: -0.8441 5.3744 -1.2977  0.000
O: -1.0840 -6.6638 -1.9630  0.149
O: 1.4025 -1.9454 -0.9451  0.008
O: -3.5452 6.0106 -0.3185  0.000
O: -1.9656 0.9663 -1.3961  0.000
O: 1.4413 -2.9728 3.1976  0.000
O: 1.4482 0.9910 -1.7945  0.000
O: -1.5383 -2.0806 -1.3078  0.365
O: -0.3177 -3.2647 1.8154  -0.001
O: -4.6820 1.6091 -1.1307  0.000
N: 2.1487 1.3625 0.7752  0.000
C: 1.7737 2.7742 0.7753  0.000
C: 0.5374 -2.2955 2.4616  0.000
C: 2.8828 1.1185 -1.5628  0.000
C: -0.7511 -3.1178 -1.3540  0.007
C: -1.4102 -4.3226 -1.5181  0.399
C: -1.7740 4.4863 -1.2586  0.000
C: 1.0754 -4.3303 3.1489  0.000
C: 0.7304 -3.0463 -1.1817  -0.005
C: -0.6363 -5.5824 -1.5502  0.035
C: -0.1387 -4.5164 2.2796  0.001
C: 1.0055 1.1997 -3.1162  0.000
C: -3.8416 2.4682 -0.9193  0.000
C: 0.9281 -5.5019 -1.1379  -0.002
C: -3.1220 4.8036 -0.6728  0.000
C: -1.3630 3.2404 -1.4800  0.000
C: 1.5049 -4.1853 -1.0375  0.036
C: -4.0455 3.8447 -0.4435  0.000
C: -2.2480 2.1440 -1.2786  0.000
C: 3.1458 0.8786 -0.1872  0.000
C: -1.7263 2.8053 2.1567  0.000
C: 0.6293 3.1781 1.7226  0.000
H: 4.1288 1.2443 0.1095  0.000
H: -2.0276 3.6740 1.5714  0.000
H: 0.8595 -4.5779 4.1883  0.000
H: 2.4962 1.0992 1.6863  0.000
H: 2.5692 3.3905 1.1942  0.000
H: -1.8090 3.1115 3.1996  0.000
H: 3.2017 2.1303 -1.8128  0.000
H: -5.0154 4.0812 -0.0316  0.000
H: 0.9077 3.1716 2.7765  0.000
H: 3.4320 0.4627 -2.2384  0.000
H: 0.0698 0.6837 -3.3318  0.000
H: 1.5601 3.1019 -0.2421  0.000
H: -2.4881 -4.3844 -1.5452  0.015
H: -2.5693 2.1182 2.0833  0.000
H: 0.3186 -5.2054 1.5696  0.000
H: 1.7015 0.6636 -3.7614  0.000
H: -0.9647 -4.9716 2.8261  0.000
H: 0.9778 2.2024 -3.5428  0.000
H: 0.3188 4.2081 1.5470  0.000
H: 3.2304 -0.2017 -0.0689  0.000
H: -0.3242 2.9589 -1.5692  0.000
H: 2.0086 -4.8422 2.9140  0.000
H: 2.5397 -4.0779 -0.7476  0.001

***

[8]
Formula: C4H14NO3
Source: OMol25
Level of theory: wB97M-V/def2-TZVPD

spin multiplicity: 2
net charge: +2
electronic energy: -440.4879 hartree
E_HOMO (spin up / spin down): -19.85 / -19.49 eV
<S²>: 0.76

Last column: Löwdin spin population.
Atoms and positions in Å:
O: 0.3436 -0.5758 2.7687  0.073
O: 0.0065 0.9101 -1.6163  0.644
O: -2.3723 -0.4511 -1.9685  -0.002
N: -0.2468 1.2599 1.0425  -0.002
C: 0.2662 -1.1260 1.5094  0.044
C: 2.0795 0.1624 -0.9215  0.012
C: -0.1924 -0.1145 0.4168  0.104
C: 0.6086 -0.2068 -0.9094  0.074
H: -0.9172 0.7291 -1.9585  0.005
H: -2.5970 -1.3831 -2.0774  0.000
H: 0.5194 1.9448 0.9473  0.000
H: 2.3009 1.0105 -1.5717  0.000
H: 1.2722 -1.5711 1.2713  0.002
H: -0.4524 1.2389 2.0921  0.000
H: 2.7273 -0.6762 -1.2441  0.007
H: -1.0982 1.7951 0.8172  0.001
H: -0.3600 -2.0536 1.3500  0.017
H: 2.3783 0.4248 0.0888  0.000
H: -2.6939 0.0784 -2.7089  0.000
H: -1.2579 -0.2858 0.1742  -0.001
H: 1.2401 -0.4659 3.1158  0.000
H: 0.3543 -1.0843 -1.5561  0.023

***

[9]
Formula: C4H7N3O
Source: OMol25
Level of theory: wB97M-V/def2-TZVPD

spin multiplicity: 1
net charge: 0
electronic energy: -395.6710 hartree
E_HOMO: -8.58 eV

Last column: Löwdin charge in e.
Atoms and positions in Å:
O: 2.0901 1.0476 2.7761  -0.302
N: -2.6012 0.7465 -2.0097  -0.192
N: -1.4628 -0.1291 -1.8149  -0.120
N: 1.4333 -0.3926 2.3334  0.100
C: 1.1494 -1.4333 -0.5823  0.041
C: 0.5499 -0.4265 -0.0621  -0.382
C: 0.9925 0.3196 1.1580  -0.121
C: -0.7490 0.0578 -0.6419  -0.133
H: 1.9375 -2.1375 -0.0091  0.124
H: 0.9420 1.7295 0.7519  0.247
H: -3.5216 0.7473 -0.9980  0.200
H: -3.0800 0.4453 -3.3039  0.210
H: 0.8565 -2.1060 -1.3601  0.061
H: 2.5316 0.6250 3.7879  0.190
H: -1.0681 0.9065 -0.0254  0.076

***

[10]
Formula: C20H12BCl2NO4SW
Source: OMol25
Level of theory: wB97M-V/def2-TZVPD

spin multiplicity: 1
net charge: +2
electronic energy: -2535.0463 hartree
E_HOMO (spin up / spin down): -14.48 / -14.59 eV

Last column: Löwdin charge in e.
Atoms and positions in Å:
W: -0.5185 -0.0733 0.2321  1.791
Cl: 0.2987 -5.9330 4.4414  0.786
Cl: -0.4828 -4.6264 -0.7057  0.804
S: -2.6356 2.7199 -2.6603  1.224
O: 2.6993 0.7516 0.7527  0.229
O: 0.6401 1.8027 0.4019  -0.033
O: -0.4973 -0.1016 2.2183  -0.134
O: -0.7222 -1.8854 0.3491  -0.228
N: -1.3623 0.8915 -1.4194  -0.161
C: -2.6435 -0.4827 -5.1177  -0.028
C: 2.5748 4.8403 1.3268  -0.038
C: 1.6061 2.7845 0.8014  -0.142
C: -1.4655 -0.9947 -3.0596  -0.008
C: -0.0908 -3.4008 3.6295  -0.005
C: -0.3826 -1.0582 3.0334  -0.050
C: 1.4318 4.1348 0.9543  0.025
C: -1.9251 -1.3703 -4.3031  -0.029
C: -0.4354 -2.8281 1.3004  -0.265
C: 0.0193 -4.7251 3.2602  -0.632
C: -0.3279 -4.1565 0.9292  -0.574
C: -1.7426 0.3053 -2.6405  -0.285
C: 3.9489 2.8283 1.3430  0.047
C: -2.9199 0.8036 -4.7069  -0.040
C: -0.0935 -5.0993 1.9206  -0.047
C: 3.7978 4.2032 1.5133  -0.030
C: -0.3099 -2.4263 2.6404  -0.114
C: 2.8169 2.1395 0.9846  -0.153
C: -1.7721 2.1530 -1.3409  -0.424
C: -2.4569 1.1866 -3.4488  -0.427
B: 1.4082 0.6096 0.4307  -0.582
H: -2.9861 -0.8142 -6.0880  0.127
H: 4.8971 2.3291 1.4805  0.140
H: -3.4734 1.4871 -5.3355  0.129
H: -0.0029 -6.1426 1.6478  0.131
H: 0.4797 4.6237 0.8058  0.128
H: -0.9091 -1.6934 -2.4428  0.099
H: -1.7254 -2.3699 -4.6633  0.125
H: 0.0009 -3.1105 4.6677  0.136
H: 2.5051 5.9090 1.4720  0.123
H: 4.6588 4.7918 1.7975  0.124
H: -1.5563 2.7806 -0.4886  0.092
H: -0.3459 -0.7833 4.0860  0.169